(1)
61
Properties=species:S:1:pos:R:3:forces:R:3:lowdin_charge:R:1 method="wB97M-V/def2-TZVPD" spin_multiplicity=1 homo_lumo_gap_ev=8.304 e_above_lowest_kj_mol=126.4 total_charge=0 lumo_ev=0.1576 largest_force_ev_per_a=1.44 smiles="Cc1ccc2cc(CN(Cc3cccs3)Cc3nnnn3C[C@H]3CCCO3)c(=O)[nH]c2c1C"
C -2.983614 2.114452 5.980665 0.0 0.0 0.0 -0.05
C -2.770268 1.970052 4.502617 0.1 0.0 -0.2 -0.22
C -2.219397 0.817970 3.955128 0.0 0.0 0.0 -0.16
C -2.045594 0.747603 2.562696 -0.3 0.7 -0.1 -0.14
C -2.406113 1.819692 1.727728 -0.1 -0.2 0.5 -0.17
C -2.961113 2.965169 2.306335 0.1 -0.3 0.0 -0.03
C -3.137125 3.029687 3.664753 0.0 0.1 0.0 -0.04
H -3.563097 3.918757 4.105488 0.0 0.1 0.1 0.11
H -3.235162 3.794802 1.672880 0.0 0.1 -0.1 0.12
C -2.135270 1.709210 0.332703 0.1 -0.6 -0.3 0.01
C -1.533815 0.623911 -0.206103 -0.4 0.4 -0.2 -0.11
C -1.229334 -0.522537 0.636313 -0.1 0.0 0.3 -0.41
O -0.762132 -1.586711 0.246736 0.1 -0.1 -0.2 0.04
N -1.516279 -0.368029 1.968954 0.1 -0.4 0.3 0.19
H -1.286472 -1.164681 2.549574 0.0 0.1 -0.2 0.15
C -1.110396 0.583148 -1.654169 0.0 0.0 0.0 -0.11
N 0.298263 0.851913 -1.876743 0.0 0.0 0.0 -0.14
C 1.177773 -0.298647 -1.859235 0.0 0.0 0.2 -0.12
C 0.943557 -1.115355 -3.079686 -0.1 -0.8 -0.2 -0.28
N 0.985087 -0.698911 -4.327264 0.2 0.8 0.6 0.07
N 0.697226 -1.744651 -5.086772 0.0 -0.1 -0.9 -0.05
N 0.483831 -2.779664 -4.384405 -0.3 -1.2 0.2 0.04
N 0.620493 -2.433346 -3.100902 0.2 1.4 -0.4 -0.06
C 0.531366 -3.390901 -2.041483 0.4 -0.5 0.7 -0.07
H 0.103131 -2.912974 -1.157465 0.0 -0.1 -0.2 0.10
H -0.118177 -4.200497 -2.379243 0.0 0.1 0.0 0.14
C 1.923407 -3.956807 -1.702784 -0.5 -0.3 -0.1 -0.29
H 1.788450 -4.699716 -0.903817 0.0 0.1 -0.1 0.15
O 2.745543 -2.902362 -1.220776 -0.3 0.1 0.0 -0.11
C 3.996044 -2.937857 -1.879634 0.4 -0.1 -0.2 -0.19
C 3.726001 -3.548746 -3.252005 -0.1 0.1 0.2 -0.15
H 3.350071 -2.789908 -3.938742 0.0 0.0 0.0 0.10
H 4.614261 -4.000108 -3.686517 0.0 0.0 0.0 0.11
C 2.636846 -4.571282 -2.923317 0.1 0.1 0.1 -0.12
H 3.080963 -5.529845 -2.655691 0.0 0.0 0.0 0.11
H 1.950403 -4.720198 -3.754748 0.0 -0.1 0.0 0.10
H 4.698533 -3.564145 -1.309946 0.0 0.1 0.0 0.12
H 4.381091 -1.917499 -1.918814 0.0 -0.1 0.0 0.12
H 1.055447 -0.940900 -0.979280 0.1 0.1 -0.1 0.09
H 2.209360 0.060727 -1.884188 0.0 0.0 0.0 0.14
C 0.808451 2.077598 -1.318770 0.1 0.0 -0.2 -0.19
C 0.937655 2.144535 0.180897 0.1 0.5 0.3 -0.50
C 1.404946 1.221654 1.064080 0.0 0.1 -0.3 -0.13
C 1.336654 1.651753 2.410708 0.0 0.1 0.2 -0.18
C 0.832924 2.902711 2.537389 -0.1 0.3 -0.2 -0.41
S 0.426616 3.582941 1.012166 0.4 -0.5 0.0 1.04
H 0.671702 3.475574 3.428355 0.0 0.1 0.2 0.06
H 1.658846 1.050738 3.242789 0.1 -0.1 0.2 0.10
H 1.784300 0.256796 0.780583 0.0 -0.2 -0.1 0.11
H 0.146375 2.887707 -1.641497 0.1 0.0 -0.1 0.12
H 1.790170 2.258468 -1.773333 -0.1 0.1 0.0 0.13
H -1.329211 -0.402372 -2.070864 -0.1 0.1 -0.1 0.13
H -1.683015 1.331886 -2.212818 -0.1 -0.1 0.1 0.13
H -2.388764 2.552701 -0.295383 0.0 0.1 -0.1 0.13
C -1.795704 -0.353252 4.796878 -0.1 0.2 -0.1 -0.03
H -2.378015 -1.239600 4.541322 0.0 -0.1 0.0 0.09
H -1.937070 -0.154641 5.852807 0.0 -0.1 0.1 0.07
H -0.740312 -0.575530 4.635711 0.1 -0.1 0.0 0.09
H -2.038166 2.048956 6.517913 0.0 0.0 0.1 0.09
H -3.434308 3.077705 6.204054 0.0 0.0 0.0 0.08
H -3.644523 1.334277 6.355925 0.0 0.0 0.1 0.09

---

(2)
62
Properties=species:S:1:pos:R:3:forces:R:3:lowdin_charge:R:1 method="wB97M-V/def2-TZVPD" spin_multiplicity=1 homo_lumo_gap_ev=4.580 e_above_lowest_kj_mol=0.0 total_charge=-1 lumo_ev=2.0282 largest_force_ev_per_a=3.47
C 5.924952 -0.066861 1.235354 -0.4 0.4 0.5 -0.07
O 5.209456 0.515857 2.346289 0.3 0.0 -0.6 -0.09
C 3.856358 0.432980 2.353019 -0.8 -0.6 -0.1 -0.26
C 3.090256 0.021397 1.236137 0.7 0.1 0.6 -0.01
C 1.753482 -0.282702 1.406759 -0.6 0.1 0.5 -0.03
C 1.128352 -0.205545 2.679822 1.1 0.1 -0.5 -0.21
C -0.198649 -0.738591 2.897952 0.6 -1.1 -0.3 -0.02
C -0.646322 -1.793550 2.163924 0.0 -0.7 -0.1 -0.32
S -2.375914 -2.148962 1.913120 0.2 1.1 0.5 0.67
O -2.838633 -2.957258 3.018582 -0.3 -0.1 -0.5 -0.30
O -3.015505 -0.889352 1.586576 0.2 -1.1 0.1 -0.30
C -2.351771 -3.157222 0.407817 -0.4 0.6 0.1 -0.24
C -1.719630 -4.527010 0.573527 -0.2 -0.4 -0.2 -0.25
C -0.613587 -4.580935 1.607488 0.4 0.2 0.3 -0.24
S 0.430256 -3.104682 1.570550 0.0 0.9 0.0 0.68
O 0.738167 -2.827598 0.178168 0.2 -0.8 0.1 -0.33
O 1.484379 -3.311261 2.536934 -0.2 -0.1 -0.5 -0.30
C 1.872947 0.406300 3.710382 -0.4 -0.3 0.3 0.00
C 3.205276 0.705729 3.578433 0.7 -0.1 -0.9 0.01
H 6.968705 0.070309 1.515022 0.0 -0.1 -0.2 0.09
H 5.692355 -1.136969 1.126237 0.0 0.3 0.1 0.10
H 5.705134 0.464346 0.298371 0.1 -0.1 0.2 0.09
H 3.553366 -0.124977 0.259045 -0.2 0.1 0.3 0.11
H 1.173053 -0.560438 0.530235 0.1 -0.1 0.3 0.11
H -0.786738 -0.405965 3.750330 -0.5 0.7 -0.5 0.11
H -3.419138 -3.240266 0.168266 0.2 0.1 0.0 0.11
H -1.859397 -2.567012 -0.375843 -0.1 0.0 0.4 0.11
H -2.494711 -5.250004 0.850297 0.2 0.1 0.0 0.12
H -1.318183 -4.839754 -0.396399 -0.1 0.1 0.1 0.12
H -0.991032 -4.704358 2.628931 0.1 0.2 -0.2 0.11
H 0.104683 -5.381433 1.395408 -0.1 0.2 0.1 0.11
H 1.384217 0.612741 4.656223 -0.1 -0.1 0.0 0.09
H 3.788272 1.102080 4.407119 -0.1 -0.1 -0.2 0.12
C -2.285412 0.155289 8.883699 -0.1 -0.1 0.3 -0.09
C -1.451752 0.901580 7.881839 -0.4 -0.2 -0.7 -0.23
O -2.045116 0.654941 6.569056 0.6 -0.1 1.7 -0.02
C -1.256231 1.086762 5.578323 -1.3 1.0 -3.1 -0.48
C -1.974584 1.291603 4.269012 0.6 -0.5 2.3 -0.35
C -1.314182 2.079314 3.211997 0.3 0.1 -0.3 -0.07
N -3.278760 1.185838 4.380150 -1.1 0.3 1.2 0.06
C -4.267221 1.749422 3.774192 0.5 0.1 -1.2 -0.17
C -5.583355 1.780716 4.386010 -0.1 -0.1 0.0 -0.22
C -6.619382 2.596739 3.871184 0.2 -0.4 0.4 -0.07
C -7.840029 2.685098 4.536105 0.1 -0.3 0.2 -0.13
C -8.060538 1.945944 5.710965 0.0 0.1 0.0 -0.14
C -7.034698 1.143869 6.234801 0.2 0.2 -0.6 -0.11
C -5.807515 1.054394 5.571003 -0.8 0.1 0.3 -0.04
O -0.085428 1.399231 5.761036 0.6 0.0 0.4 0.00
H -1.920778 0.391759 9.885736 0.0 -0.1 0.1 0.07
H -3.343977 0.428544 8.831381 0.2 0.0 -0.1 0.08
H -2.190896 -0.924524 8.732063 -0.1 0.1 0.0 0.08
H -1.473870 1.986673 8.058576 0.1 -0.2 0.0 0.13
H -0.408542 0.560150 7.899750 -0.3 0.2 -0.1 0.11
H -0.233170 2.013139 3.349380 -0.1 0.3 -0.2 0.06
H -1.593526 1.670256 2.231802 0.2 0.2 -0.1 0.08
H -1.618940 3.138426 3.247063 0.0 -0.1 -0.1 0.08
H -4.140692 2.275462 2.810448 -0.1 0.1 0.2 0.10
H -6.427861 3.157124 2.955354 -0.1 -0.1 0.2 0.10
H -8.632960 3.327339 4.144408 0.2 -0.2 0.1 0.09
H -9.031513 1.992180 6.212598 0.3 0.1 -0.1 0.08
H -7.192837 0.584157 7.156796 0.0 0.1 -0.2 0.09
H -5.000877 0.437833 5.960890 -0.1 0.2 -0.1 0.10

---

(3)
73
Properties=species:S:1:pos:R:3:forces:R:3:mulliken_spin:R:1 method="wB97M-V/def2-TZVPD" spin_multiplicity=4 homo_lumo_gap_ev="5.837 / 5.452" e_above_lowest_kj_mol=159.0 total_charge=-2 lumo_ev="4.2862 / 3.8919" largest_force_ev_per_a=2.92
Tc -0.374586 0.612934 -0.666498 0.1 -1.4 0.8 2.54
O 2.882536 2.482834 -1.988087 -0.2 -0.1 0.3 0.00
As 2.383418 2.670380 -0.311413 2.4 1.3 -0.1 -0.01
O 3.781090 2.632917 0.527270 0.1 0.2 0.3 0.00
O 1.398966 1.433731 0.154726 -1.8 -1.2 -0.3 0.04
C 1.654650 4.502829 -0.200970 0.1 -0.7 0.1 0.00
C 2.513313 5.499976 0.245343 0.2 -0.3 0.1 0.00
C 2.101178 6.824141 0.257289 -0.1 0.0 0.0 0.00
C 0.810256 7.153672 -0.132234 0.0 0.0 0.1 0.00
C -0.052850 6.156530 -0.555470 -0.3 0.0 0.0 0.00
C 0.381131 4.843676 -0.597065 -0.4 -0.2 -0.2 0.00
S -0.595050 3.668061 -1.533862 -0.5 1.7 -1.5 -0.01
O -1.717463 4.416579 -2.051427 0.1 -0.3 0.4 0.00
O 0.354978 3.241795 -2.543967 -0.2 0.1 0.4 0.00
O -1.044970 2.568722 -0.643119 0.0 -0.5 0.4 0.02
H 2.071104 2.574169 -2.507799 -0.1 0.0 -0.4 0.00
H 3.508547 5.204235 0.558040 0.0 0.0 0.0 0.00
H 2.788403 7.604469 0.560447 0.0 0.0 0.1 0.00
H 0.482316 8.185880 -0.121225 0.0 0.0 0.0 0.00
H -1.056998 6.360952 -0.898592 0.0 0.1 0.0 0.00
O -3.569510 1.307919 1.056698 0.1 -0.2 0.0 0.00
As -2.350854 0.686406 2.163174 -1.9 0.2 2.1 -0.01
O -2.140065 1.785291 3.344468 0.2 0.2 0.4 0.00
O -1.003607 0.287439 1.301450 2.0 0.3 -2.1 0.07
C -2.974864 -0.986113 2.982246 0.4 0.3 0.0 0.00
C -3.300253 -1.075687 4.330424 0.0 0.4 0.0 0.00
C -3.582009 -2.318378 4.880801 0.0 0.1 0.2 0.00
C -3.499218 -3.464530 4.102172 0.1 -0.1 -0.2 0.00
C -3.164947 -3.368979 2.760278 0.1 -0.1 0.2 0.00
C -2.903945 -2.126593 2.217652 0.0 0.2 -0.8 0.00
S -2.825379 -1.782922 0.382029 -0.7 -1.5 1.9 0.03
O -2.166962 -2.995948 -0.147261 0.4 -0.5 -0.4 0.00
O -4.290922 -1.844286 0.205981 -0.8 0.1 -0.6 0.00
O 0.345744 -1.385018 -0.407202 -1.1 1.3 -0.6 0.03
H -3.074215 1.767540 0.371490 -0.1 0.3 -0.4 0.00
H -3.331060 -0.165784 4.921547 0.0 -0.1 0.0 0.00
H -3.858680 -2.401994 5.925262 0.0 0.1 0.0 0.00
H -3.692516 -4.435011 4.546783 0.0 0.0 0.0 0.00
H -3.101244 -4.242946 2.128581 0.0 -0.1 -0.1 0.00
S -2.389854 -0.174403 -1.612844 0.8 0.7 -0.8 0.13
C -1.975248 -0.670159 -3.240251 0.4 0.5 0.0 0.03
C -2.911140 -1.340568 -4.024771 0.0 0.0 0.1 0.02
C -2.628744 -1.663729 -5.338960 -0.1 0.0 0.0 0.00
C -1.394722 -1.332466 -5.885199 0.0 0.0 -0.1 0.01
C -0.444701 -0.705772 -5.104342 0.1 0.0 0.1 0.00
C -0.716183 -0.363781 -3.781810 -0.2 -0.3 0.1 0.05
S 0.507575 0.447897 -2.847560 -0.1 -0.2 0.2 0.06
H -3.857140 -1.600028 -3.576397 -0.2 0.0 0.0 0.00
H -3.367578 -2.179125 -5.938826 -0.1 0.0 0.0 0.00
H -1.178223 -1.559617 -6.922061 0.0 -0.1 0.0 0.00
H 0.531832 -0.469084 -5.497089 0.1 0.1 -0.2 0.00
C 0.519688 -4.274335 0.776642 -0.1 0.1 -0.1 0.00
C 1.748813 -3.580978 0.212588 0.0 0.6 0.2 0.00
P 1.588501 -1.748767 0.339216 1.5 -0.6 0.6 -0.01
C 1.519271 -1.280405 2.112547 -0.1 -0.1 -0.5 0.00
C 2.793924 -1.558469 2.898245 0.0 0.0 -0.1 0.00
C 3.081725 -1.010376 -0.453931 -0.3 0.0 0.4 0.00
C 4.343271 -1.862515 -0.459931 -0.1 0.0 0.0 0.00
H 0.532077 -5.336549 0.535086 0.1 -0.1 0.0 0.00
H -0.386399 -3.838608 0.350264 -0.1 0.0 0.1 0.00
H 0.479904 -4.166022 1.858422 -0.1 0.0 0.2 0.00
H 1.838122 -3.794123 -0.854094 0.1 0.1 -0.1 0.00
H 2.662125 -3.913949 0.708811 0.1 0.1 0.0 0.00
H 0.654327 -1.799920 2.538701 0.0 0.1 -0.1 0.00
H 1.282088 -0.212095 2.117450 -0.1 -0.1 -0.1 0.00
H 3.077622 -2.610905 2.845450 0.1 0.0 0.0 0.00
H 2.651126 -1.302297 3.947625 0.0 0.0 0.0 0.00
H 3.610125 -0.949810 2.515389 0.2 0.0 0.0 0.00
H 3.275619 -0.052958 0.042650 -0.1 -0.1 -0.1 0.00
H 2.767730 -0.778811 -1.478160 -0.1 0.0 0.1 -0.01
H 4.648851 -2.126547 0.550061 0.1 -0.1 0.1 0.00
H 5.147145 -1.291033 -0.919596 0.1 0.0 0.0 0.00
H 4.203012 -2.778582 -1.031288 0.1 -0.1 0.0 0.00